Record 1
C7H5ClO2 | ωB97M-V/def2-TZVPD

Results
**Energy above the lowest of the compared OMol25 structures with the same formula, charge and spin**: 72.2 kcal per mole
**Kohn-Sham gap**: 9.741 eV
**Charge**: 0

Positions of all 15 atoms, in Å:
C 0.572 1.909 0.622
C 0.909 0.871 1.484
C -0.183 1.709 -0.554
C 0.686 -0.389 0.990
C -0.580 0.472 -1.020
C -0.105 -0.575 -0.206
C -0.422 -1.934 -0.679
O -1.192 -2.032 -1.805
O -1.973 -2.277 -0.600
Cl 0.531 -3.316 -0.148
H 0.888 2.909 1.025
H 1.404 0.997 2.354
H -0.472 2.436 -1.307
H 1.097 -1.133 1.660
H -1.159 0.354 -1.817

Atoms 1-3, force components in eV/Å:
C -0.3 1.7 0.6
C -1.6 -0.2 -4.3
C 0.3 0.7 -0.6

Record 2
C7H7EuN5O4 | ωB97M-V/def2-TZVPD

Results
**Spin multiplicity**: 7
**Kohn-Sham gap (alpha / beta)**: 8.812 / 1.964 eV
**Charge**: +3

Positions of all 24 atoms, in Å:
Eu -0.004 0.024 -1.816
O 0.090 3.378 0.389
C 0.041 2.304 -0.057
C -0.148 -2.352 -0.107
O -0.180 -3.428 0.311
C 2.430 -0.140 -0.305
O 3.536 -0.203 0.092
C -2.455 0.079 -0.160
O -3.529 0.149 0.246
C 0.030 0.692 -4.252
H -0.878 1.316 -4.230
H 0.992 1.228 -4.208
C -0.036 -0.681 -4.309
H 0.868 -1.323 -4.318
H -0.996 -1.232 -4.339
N -1.139 -1.196 4.939
N -0.730 -0.386 3.911
N 0.456 0.227 4.196
C 0.859 0.505 2.967
N 0.060 0.025 2.005
N -0.926 -0.639 2.599
H -2.116 -1.275 4.763
H -0.982 -0.658 5.772
H 1.752 1.049 2.735

Atoms 1-3, force components in eV/Å:
Eu -0.1 -0.1 3.0
O -0.2 -5.2 -1.9
C 0.2 5.3 1.6

no.,M (g mol⁻¹)
1,156.57
2,377.13